[1]
Below is a structure of composition C23H15CuF6N4O6PS2 at a distorted geometry, with properties calculated with ωB97M-V/def2-TZVPD.

- Relative energy (zero: lowest compared OMol25 entry of this formula, charge and spin): 132.5 kJ/mol
- HOMO: -5.3250 eV
- Net charge: -1
- LUMO level: 2.16 eV
- E: -4933.38075 Eh
- Orbital gap: 7.481 eV

CARTESIAN COORDINATES (ANGSTROEM)
1 Cu -0.594 0.466 -1.116
2 F 0.802 2.853 -4.852
3 C -0.495 2.776 -4.582
4 F -1.027 3.990 -4.735
5 F -1.068 1.955 -5.443
6 S -0.757 2.217 -2.806
7 O 0.568 1.908 -2.319
8 O -1.452 3.289 -2.155
9 N -1.654 0.886 -2.995
10 S -3.179 0.953 -2.411
11 O -4.056 1.790 -3.169
12 O -3.221 1.001 -0.972
13 C -3.623 -0.792 -2.838
14 F -2.729 -1.654 -2.385
15 F -4.804 -1.056 -2.263
16 F -3.755 -0.942 -4.151
17 O 0.719 -1.183 -2.507
18 N 0.942 -0.914 -3.713
19 C 1.843 -1.688 -4.322
20 C 2.126 -1.435 -5.689
21 N 2.373 -1.247 -6.800
22 C 2.552 -2.699 -3.609
23 N 3.127 -3.516 -3.035
24 O -0.678 -1.140 0.231
25 P 0.010 -0.555 1.425
26 C 0.047 -1.768 2.759
27 C -0.325 -3.072 2.456
28 C -0.281 -4.049 3.442
29 C 0.128 -3.723 4.726
30 C 0.501 -2.419 5.031
31 C 0.463 -1.443 4.049
32 C 1.716 -0.109 1.092
33 C 2.439 0.765 1.903
34 C 3.769 1.021 1.620
35 C 4.376 0.410 0.528
36 C 3.658 -0.458 -0.279
37 C 2.324 -0.726 0.001
38 C -0.826 0.922 2.019
39 C -0.579 2.131 1.366
40 C -1.350 3.246 1.650
41 C -2.351 3.164 2.606
42 C -2.591 1.970 3.271
43 C -1.838 0.845 2.972
44 H -0.647 -3.309 1.450
45 H -0.568 -5.064 3.202
46 H 0.159 -4.486 5.493
47 H 0.821 -2.165 6.033
48 H 0.756 -0.428 4.288
49 H 1.961 1.260 2.741
50 H 4.331 1.706 2.242
51 H 5.414 0.622 0.303
52 H 4.120 -0.930 -1.136
53 H 1.763 -1.387 -0.648
54 H 0.213 2.201 0.625
55 H -1.181 4.166 1.107
56 H -2.959 4.033 2.825
57 H -3.379 1.909 4.011
58 H -2.051 -0.097 3.461

Mulliken atomic charge list, values in e, 5 entries:
1 Cu 0.925
2 F -0.222
3 C 0.567
4 F -0.222
5 F -0.218



[2]
Below is a structure of composition C53H45N7PS2Sc, with properties calculated with ωB97M-V/def2-TZVPD.

- HOMO: -11.7096 eV
- Net charge: +2
- LUMO level: -5.24 eV
- E: -4328.17875 Eh
- Orbital gap: 6.470 eV

CARTESIAN COORDINATES (ANGSTROEM)
1 Sc 0.017 -1.490 1.148
2 C -3.950 -3.972 1.846
3 C -2.804 -3.236 2.178
4 N -1.812 -3.023 1.335
5 C -1.885 -3.637 0.113
6 C -3.024 -4.335 -0.341
7 C -4.086 -4.475 0.579
8 C -3.012 -4.898 -1.636
9 C -1.897 -4.786 -2.421
10 C -0.733 -4.157 -1.945
11 C -0.705 -3.617 -0.679
12 N 0.398 -3.060 -0.038
13 C 1.626 -3.681 0.020
14 C 1.938 -4.926 -0.503
15 C 3.229 -5.459 -0.385
16 C 4.230 -4.775 0.249
17 C 3.939 -3.545 0.870
18 C 4.885 -2.822 1.625
19 C 4.511 -1.669 2.264
20 C 3.189 -1.233 2.154
21 N 2.274 -1.859 1.438
22 C 2.632 -3.006 0.781
23 H -4.723 -4.111 2.588
24 H -2.707 -2.793 3.163
25 H -4.983 -5.002 0.277
26 H -3.886 -5.433 -1.984
27 H -1.893 -5.223 -3.410
28 H 0.150 -4.106 -2.568
29 H 1.172 -5.500 -1.001
30 H 3.431 -6.434 -0.809
31 H 5.232 -5.178 0.305
32 H 5.894 -3.205 1.707
33 H 5.217 -1.100 2.850
34 H 2.869 -0.335 2.672
35 N -0.209 0.630 3.988
36 P -0.962 0.745 2.458
37 C -1.374 2.519 2.387
38 C -2.518 2.928 1.700
39 C -2.846 4.271 1.635
40 C -2.046 5.216 2.263
41 C -0.890 4.819 2.916
42 C -0.540 3.477 2.961
43 C -2.661 0.131 2.772
44 C -3.206 0.140 4.054
45 C -4.548 -0.151 4.242
46 C -5.359 -0.428 3.148
47 C -4.821 -0.452 1.871
48 C -3.473 -0.188 1.684
49 C 0.301 -0.580 4.391
50 C 0.897 -0.734 5.649
51 C 1.384 -1.969 6.005
52 C 1.268 -3.038 5.114
53 C 0.681 -2.805 3.898
54 N 0.203 -1.599 3.519
55 H -0.180 1.397 4.639
56 H -3.154 2.201 1.213
57 H -3.730 4.583 1.094
58 H -2.318 6.263 2.235
59 H -0.253 5.556 3.389
60 H 0.394 3.184 3.427
61 H -2.584 0.372 4.909
62 H -4.966 -0.144 5.239
63 H -6.414 -0.623 3.294
64 H -5.454 -0.677 1.022
65 H -3.063 -0.207 0.680
66 H 0.971 0.115 6.315
67 H 1.857 -2.110 6.968
68 H 1.627 -4.024 5.367
69 H 0.561 -3.603 3.172
70 S -1.075 0.640 -0.667
71 C 0.066 1.351 -1.667
72 N 0.094 2.643 -1.937
73 C 0.940 3.127 -3.024
74 C 0.995 2.081 -4.115
75 N 1.475 0.824 -3.550
76 C 2.344 0.002 -4.395
77 C 3.756 0.538 -4.506
78 C 4.213 1.048 -5.715
79 C 5.531 1.464 -5.850
80 C 6.398 1.385 -4.772
81 C 5.940 0.898 -3.555
82 C 4.627 0.476 -3.420
83 C 1.094 0.484 -2.324
84 S 1.688 -0.800 -1.450
85 C -0.591 3.655 -1.126
86 C -1.630 4.412 -1.914
87 C -1.484 5.774 -2.148
88 C -2.433 6.460 -2.894
89 C -3.527 5.785 -3.413
90 C -3.676 4.424 -3.181
91 C -2.734 3.739 -2.431
92 H 1.945 3.347 -2.651
93 H 0.500 4.044 -3.412
94 H 1.693 2.395 -4.889
95 H 0.006 1.945 -4.565
96 H 1.889 -0.026 -5.386
97 H 2.355 -1.005 -3.983
98 H 3.545 1.107 -6.567
99 H 5.882 1.834 -6.804
100 H 7.427 1.700 -4.880
101 H 6.616 0.827 -2.712
102 H 4.279 0.082 -2.475
103 H 0.173 4.344 -0.756
104 H -1.048 3.146 -0.281
105 H -0.630 6.302 -1.739
106 H -2.311 7.520 -3.077
107 H -4.262 6.319 -4.000
108 H -4.528 3.896 -3.590
109 H -2.850 2.677 -2.239

Mulliken atomic charge list, values in e, 5 entries:
1 Sc -0.263
2 C -1.241
3 C -0.231
4 N 0.956
5 C 0.485



[3]
Below is a cluster of 4 separate species, C27H46F7N2O12 in total at a distorted geometry, with properties calculated with ωB97M-V/def2-TZVPD.

- HOMO: -10.7078 eV
- Net charge: +1
- LUMO level: -6.72 eV
- E: -2767.18515 Eh
- Orbital gap: 3.984 eV

CARTESIAN COORDINATES (ANGSTROEM)
1 O 2.140 -0.734 -0.939
2 C 1.118 0.005 -1.127
3 O 1.255 1.379 -0.691
4 C -0.195 -0.566 -1.847
5 F 0.068 -1.882 -2.303
6 F -0.373 0.234 -3.036
7 C -1.546 -0.410 -1.005
8 F -2.699 -0.668 -1.791
9 F -1.624 0.983 -0.649
10 C -1.584 -1.242 0.361
11 F -2.888 -1.018 0.925
12 F -0.676 -0.677 1.326
13 C -1.447 -2.827 0.198
14 O -2.511 -3.454 -0.061
15 C -0.124 -3.685 0.310
16 C 1.174 -3.249 0.993
17 N 2.316 -4.048 1.034
18 N 2.545 -5.272 0.583
19 C 1.384 -5.752 -0.008
20 F 1.518 -7.093 -0.487
21 C 0.025 -5.118 -0.241
22 H 0.718 1.874 -1.371
23 H 1.202 -2.211 1.483
24 H 3.143 -3.634 1.520
25 H -0.803 -5.689 -0.772
26 C -3.990 -0.542 3.396
27 O -3.713 -1.168 4.636
28 C -2.645 -2.103 4.549
29 C -1.825 -2.106 5.834
30 O -0.979 -0.965 5.989
31 C -1.627 0.280 6.268
32 C -2.263 0.353 7.651
33 O -3.468 -0.402 7.698
34 C -3.719 -0.974 8.968
35 H -4.431 -1.255 2.695
36 H -4.707 0.264 3.572
37 H -3.083 -0.100 2.969
38 H -1.988 -1.877 3.700
39 H -3.090 -3.094 4.399
40 H -1.145 -2.964 5.792
41 H -2.448 -2.255 6.716
42 H -2.342 0.532 5.481
43 H -0.837 1.034 6.221
44 H -2.515 1.394 7.884
45 H -1.547 -0.011 8.397
46 H -2.851 -1.549 9.311
47 H -4.557 -1.660 8.868
48 H -3.972 -0.195 9.691
49 C 10.403 0.669 -1.547
50 O 9.074 0.814 -2.018
51 C 8.839 0.097 -3.225
52 C 7.417 -0.453 -3.256
53 O 7.207 -1.578 -2.398
54 C 7.201 -1.320 -0.992
55 C 5.998 -0.516 -0.513
56 O 6.125 0.855 -0.866
57 C 4.884 1.481 -1.125
58 H 11.103 1.190 -2.204
59 H 10.461 1.113 -0.550
60 H 10.677 -0.390 -1.463
61 H 9.549 -0.729 -3.342
62 H 8.974 0.799 -4.055
63 H 7.226 -0.824 -4.267
64 H 6.675 0.324 -3.071
65 H 8.143 -0.864 -0.676
66 H 7.159 -2.304 -0.518
67 H 5.932 -0.571 0.581
68 H 5.084 -0.945 -0.942
69 H 4.305 0.911 -1.861
70 H 5.084 2.464 -1.544
71 H 4.318 1.588 -0.195
72 C -5.006 0.169 -3.773
73 O -5.451 1.513 -3.743
74 C -5.389 2.080 -2.439
75 C -5.023 3.558 -2.511
76 O -3.648 3.803 -2.820
77 C -3.230 3.515 -4.157
78 C -3.809 4.455 -5.207
79 O -5.177 4.157 -5.461
80 C -5.943 5.296 -5.801
81 H -5.717 -0.483 -3.259
82 H -4.935 -0.145 -4.818
83 H -4.011 0.076 -3.323
84 H -4.659 1.556 -1.811
85 H -6.382 1.973 -1.988
86 H -5.174 3.986 -1.516
87 H -5.680 4.109 -3.183
88 H -3.419 2.467 -4.406
89 H -2.145 3.641 -4.155
90 H -3.264 4.334 -6.150
91 H -3.695 5.491 -4.865
92 H -5.820 6.084 -5.049
93 H -6.992 5.005 -5.813
94 H -5.658 5.663 -6.791

Mulliken atomic charge list, values in e, 5 entries:
1 O -0.459
2 C 0.234
3 O -0.406
4 C 0.561
5 F -0.243



[4]
Below is an isolated molecule of C4H5N3O at a distorted geometry, with properties calculated with ωB97M-V/def2-TZVPD.

- Relative energy (zero: lowest compared OMol25 entry of this formula, charge and spin): 621.7 kJ/mol
- HOMO: -9.4901 eV
- Net charge: 0
- LUMO level: -0.06 eV
- E: -394.73075 Eh
- Orbital gap: 9.429 eV
- Structure (SMILES): N#C[C@@H]1NN=C[C@@H]1O

CARTESIAN COORDINATES (ANGSTROEM)
1 C -0.383 0.964 0.371
2 C -1.548 0.403 -0.623
3 C 0.162 -0.463 0.647
4 C 1.570 -0.428 -0.079
5 H 0.246 3.056 0.511
6 H -1.078 1.589 0.928
7 H -2.202 0.757 -1.406
8 H -0.875 -2.374 -0.024
9 H 0.602 -0.570 1.769
10 N -1.692 -0.858 -0.403
11 N -0.849 -1.407 0.475
12 N 2.634 -0.814 -0.536
13 O 0.481 2.030 -0.053

Mulliken atomic charge list, values in e, 5 entries:
1 C 0.180
2 C -0.406
3 C 0.173
4 C 0.118
5 H 0.399